ORCA calculation (ωB97M-V with the def2-TZVPD basis set) on a cluster of 11 separate species, C44H121N11O11 in total in a non-equilibrium geometry.

Calculated values
Relative energy (zero: lowest compared OMol25 entry of this formula, charge and spin) = 699.44 kJ/mol
LUMO = 0.54 eV
HOMO-LUMO gap = 9.01 eV
Molar mass = 980.5 g mol⁻¹

Each atom is followed by the atoms it is bonded to, with distances in Å.
Positions of all 187 atoms, in Å:
1 C -1.88310 1.99661 3.08266  O2 1.393, H7 1.090, H8 1.090, H9 1.090
2 O -1.03890 1.08094 3.70697  C1 1.393, C3 1.397
3 C -1.51091 0.31057 4.77246  O2 1.397, C4 1.575, H10 1.090, H11 1.090
4 C -0.33760 -0.31505 5.61603  C3 1.575, C5 1.496, N6 1.409, H12 1.090
5 C 0.91132 0.50176 5.72639  C4 1.496, H13 1.090, H14 1.090, H15 1.090
6 N -0.04883 -1.62833 5.19508  C4 1.409, H16 1.010, H17 1.010
7 H -1.96406 2.94728 3.60969  C1 1.090
8 H -2.91573 1.64958 3.11931  C1 1.090
9 H -1.54972 2.08744 2.04888  C1 1.090
10 H -2.13684 0.92884 5.41593  C3 1.090
11 H -2.16720 -0.40813 4.28169  C3 1.090
12 H -0.70003 -0.40220 6.64031  C4 1.090
13 H 1.43070 0.55181 4.76940  C5 1.090
14 H 1.59388 -0.06275 6.36165  C5 1.090
15 H 0.74160 1.49114 6.15113  C5 1.090
16 H 0.61625 -2.15728 5.74096  N6 1.010
17 H 0.28888 -1.57174 4.24489  N6 1.010
18 C -2.06421 -5.54781 0.92795  O19 1.430, H24 1.090, H25 1.090, H26 1.090
19 O -2.59464 -4.30116 1.38557  C18 1.430, C20 1.502
20 C -3.96979 -4.47056 1.96623  O19 1.502, C21 1.491, H27 1.090, H28 1.090
21 C -4.67452 -3.16955 2.14764  C20 1.491, C22 1.484, N23 1.469, H29 1.090
22 C -4.82337 -2.39300 0.89177  C21 1.484, H30 1.090, H31 1.090, H32 1.090
23 N -3.99590 -2.39545 3.19584  C21 1.469, H33 1.010, H34 1.010
24 H -1.06549 -5.37439 0.52721  C18 1.090
25 H -2.65611 -5.97423 0.11806  C18 1.090
26 H -1.96180 -6.25532 1.75077  C18 1.090
27 H -4.45959 -5.17161 1.29042  C20 1.090
28 H -3.82266 -5.13855 2.81490  C20 1.090
29 H -5.61571 -3.48729 2.59631  C21 1.090
30 H -5.23922 -2.99189 0.08152  C22 1.090
31 H -3.87255 -2.01254 0.51857  C22 1.090
32 H -5.51507 -1.56360 1.03924  C22 1.090
33 H -4.32766 -2.63712 4.11867  N23 1.010
34 H -3.01292 -2.62663 3.17568  N23 1.010
35 C -5.87154 -3.60013 5.77156  O36 1.417, H41 1.090, H42 1.090, H43 1.090
36 O -4.49684 -3.70090 5.44125  C35 1.417, C37 1.466
37 C -3.78073 -4.89490 5.90056  O36 1.466, C38 1.553, H44 1.090, H45 1.090
38 C -2.28228 -4.73668 5.52390  C37 1.553, C39 1.564, N40 1.465, H46 1.090
39 C -1.45410 -6.05952 5.62683  C38 1.564, H47 1.090, H48 1.090, H49 1.090
40 N -1.69253 -3.87464 6.55162  C38 1.465, H50 1.010, H51 1.010
41 H -6.06378 -4.27169 6.60831  C35 1.090
42 H -6.36257 -3.82633 4.82508  C35 1.090
43 H -6.06344 -2.54254 5.95261  C35 1.090
44 H -3.91832 -4.97907 6.97856  C37 1.090
45 H -4.33625 -5.60968 5.29344  C37 1.090
46 H -2.32056 -4.35796 4.50253  C38 1.090
47 H -1.73372 -6.59167 6.53608  C39 1.090
48 H -0.37583 -5.90469 5.58852  C39 1.090
49 H -1.70498 -6.78583 4.85376  C39 1.090
50 H -2.40646 -3.17553 6.69876  N40 1.010
51 H -0.88413 -3.39569 6.18122  N40 1.010
52 C -3.87332 1.13371 -4.84312  O53 1.365, H58 1.090, H59 1.090, H60 1.090
53 O -3.05853 0.10895 -4.45787  C52 1.365, C54 1.446
54 C -2.04434 0.31517 -3.44861  O53 1.446, C55 1.608, H61 1.090, H62 1.090
55 C -0.79001 1.21158 -3.90683  C54 1.608, C56 1.521, N57 1.433, H63 1.090
56 C -0.99619 2.71801 -3.91873  C55 1.521, H64 1.090, H65 1.090, H66 1.090
57 N -0.37469 0.85420 -5.23074  C55 1.433, H67 1.010, H68 1.010
58 H -4.87735 0.78788 -5.08892  C52 1.090
59 H -3.33691 1.46153 -5.73357  C52 1.090
60 H -4.03539 1.89458 -4.07964  C52 1.090
61 H -2.41352 0.80321 -2.54659  C54 1.090
62 H -1.61601 -0.61057 -3.06438  C54 1.090
63 H -0.01684 1.06084 -3.15345  C55 1.090
64 H -1.04157 3.10567 -2.90101  C56 1.090
65 H -1.86779 3.08712 -4.45925  C56 1.090
66 H -0.18891 3.14505 -4.51375  C56 1.090
67 H -0.16279 -0.13029 -5.30807  N57 1.010
68 H -1.04974 0.95993 -5.97453  N57 1.010
69 C 1.01092 4.92247 3.54826  O70 1.421, H75 1.090, H76 1.090, H77 1.090
70 O 1.14211 5.23885 2.16885  C69 1.421, C71 1.431
71 C 0.10478 4.78932 1.29129  O70 1.431, C72 1.513, H78 1.090, H79 1.090
72 C -0.21000 5.72521 0.14521  C71 1.513, C73 1.600, N74 1.472, H80 1.090
73 C 0.84970 5.88642 -1.04314  C72 1.600, H81 1.090, H82 1.090, H83 1.090
74 N -0.29736 7.07910 0.71507  C72 1.472, H84 1.010, H85 1.010
75 H -0.04053 5.12204 3.75491  C69 1.090
76 H 1.62829 5.58297 4.15711  C69 1.090
77 H 1.31930 3.88672 3.69048  C69 1.090
78 H 0.27507 3.79101 0.88821  C71 1.090
79 H -0.81924 4.57743 1.82925  C71 1.090
80 H -1.20220 5.46118 -0.22074  C72 1.090
81 H 1.75433 6.36689 -0.67044  C73 1.090
82 H 0.45138 6.35670 -1.94218  C73 1.090
83 H 1.27907 4.93643 -1.36135  C73 1.090
84 H 0.17858 7.08656 1.60587  N74 1.010
85 H -1.20465 7.44989 0.95890  N74 1.010
86 C 2.09686 -6.33252 2.36045  O87 1.383, H92 1.090, H93 1.090, H94 1.090
87 O 2.96507 -7.19207 1.71198  C86 1.383, C88 1.469
88 C 2.67507 -7.36531 0.28269  O87 1.469, C89 1.531, H95 1.090, H96 1.090
89 C 1.20491 -7.62195 -0.05860  C88 1.531, C90 1.528, N91 1.453, H97 1.090
90 C 0.51098 -8.74376 0.71203  C89 1.528, H98 1.090, H99 1.090, H100 1.090
91 N 1.10990 -8.01356 -1.45511  C89 1.453, H101 1.010, H102 1.010
92 H 2.53838 -5.79242 3.19798  C86 1.090
93 H 1.28297 -6.91550 2.79151  C86 1.090
94 H 1.56901 -5.59231 1.75915  C86 1.090
95 H 3.16541 -6.62421 -0.34853  C88 1.090
96 H 3.27438 -8.25536 0.09106  C88 1.090
97 H 0.63229 -6.69603 -0.00498  C89 1.090
98 H -0.55829 -8.57112 0.83434  C90 1.090
99 H 0.92185 -8.71098 1.72109  C90 1.090
100 H 0.59394 -9.77279 0.36229  C90 1.090
101 H 0.20817 -8.29181 -1.81506  N91 1.010
102 H 1.76420 -8.76153 -1.63544  N91 1.010
103 C 5.20575 -2.68084 -2.19708  O104 1.417, H109 1.090, H110 1.090, H111 1.090
104 O 4.05292 -3.43988 -2.51678  C103 1.417, C105 1.441
105 C 2.83671 -2.68153 -2.36404  O104 1.441, C106 1.552, H112 1.090, H113 1.090
106 C 1.63657 -3.66026 -2.47245  C105 1.552, C107 1.575, N108 1.438, H114 1.090
107 C 1.84511 -4.91700 -3.39831  C106 1.575, H115 1.090, H116 1.090, H117 1.090
108 N 0.36294 -3.06924 -2.78457  C106 1.438, H118 1.010, H119 1.010
109 H 5.27948 -1.82409 -2.86688  C103 1.090
110 H 6.14563 -3.23066 -2.24646  C103 1.090
111 H 5.06801 -2.40429 -1.15178  C103 1.090
112 H 2.77530 -2.31092 -1.34082  C105 1.090
113 H 2.74515 -1.80431 -3.00452  C105 1.090
114 H 1.54424 -4.04358 -1.45625  C106 1.090
115 H 0.87934 -5.39171 -3.57165  C107 1.090
116 H 2.38887 -5.72570 -2.91002  C107 1.090
117 H 2.39213 -4.80327 -4.33423  C107 1.090
118 H -0.13923 -3.75149 -3.33454  N108 1.010
119 H -0.19167 -3.02085 -1.94186  N108 1.010
120 C -3.48497 6.69435 -2.07829  O121 1.417, H126 1.090, H127 1.090, H128 1.090
121 O -3.68975 6.12740 -0.79640  C120 1.417, C122 1.453
122 C -5.10629 5.89177 -0.57666  O121 1.453, C123 1.537, H129 1.090, H130 1.090
123 C -5.07132 5.31807 0.84926  C122 1.537, C124 1.487, N125 1.464, H131 1.090
124 C -4.54350 3.95155 1.10554  C123 1.487, H132 1.090, H133 1.090, H134 1.090
125 N -6.38491 5.40200 1.49128  C123 1.464, H135 1.010, H136 1.010
126 H -4.04395 7.61968 -2.21759  C120 1.090
127 H -3.77835 6.06925 -2.92166  C120 1.090
128 H -2.40977 6.86853 -2.11961  C120 1.090
129 H -5.83923 6.65984 -0.82359  C122 1.090
130 H -5.32596 5.04348 -1.22494  C122 1.090
131 H -4.44195 5.98618 1.43716  C123 1.090
132 H -4.93625 3.48084 2.00680  C124 1.090
133 H -3.46519 4.03416 1.24163  C124 1.090
134 H -4.80201 3.39542 0.20443  C124 1.090
135 H -6.31656 5.76342 2.43192  N125 1.010
136 H -6.91397 6.12408 1.02353  N125 1.010
137 C 3.96445 0.75658 -3.90221  O138 1.409, H143 1.090, H144 1.090, H145 1.090
138 O 4.08404 1.49569 -5.09528  C137 1.409, C139 1.476
139 C 2.78021 1.42532 -5.78333  O138 1.476, C140 1.612, H146 1.090, H147 1.090
140 C 2.98356 2.26721 -7.14303  C139 1.612, C141 1.513, N142 1.428, H148 1.090
141 C 3.04617 3.75512 -6.87429  C140 1.513, H149 1.090, H150 1.090, H151 1.090
142 N 1.83465 2.04202 -7.96059  C140 1.428, H152 1.010, H153 1.010
143 H 4.03763 -0.32001 -4.05615  C137 1.090
144 H 3.19902 1.12411 -3.21873  C137 1.090
145 H 4.92903 0.91193 -3.41896  C137 1.090
146 H 2.50984 0.38536 -5.96629  C139 1.090
147 H 1.98463 1.76345 -5.11939  C139 1.090
148 H 3.89738 1.86657 -7.58182  C140 1.090
149 H 3.27264 4.26603 -7.81013  C141 1.090
150 H 3.81131 4.07148 -6.16536  C141 1.090
151 H 2.05737 4.15476 -6.64924  C141 1.090
152 H 1.13727 1.46112 -7.51753  N142 1.010
153 H 1.55641 2.93889 -8.33250  N142 1.010
154 C 1.80193 1.29943 -0.67302  O155 1.425, H160 1.090, H161 1.090, H162 1.090
155 O 0.52374 1.14298 -0.06217  C154 1.425, C156 1.396
156 C -0.19645 -0.05344 -0.05385  O155 1.396, C157 1.571, H163 1.090, H164 1.090
157 C 0.43520 -1.09185 0.94225  C156 1.571, C158 1.536, N159 1.481, H165 1.090
158 C -0.67352 -2.09619 1.28978  C157 1.536, H166 1.090, H167 1.090, H168 1.090
159 N 1.10625 -0.59567 2.16572  C157 1.481, H169 1.010, H170 1.010
160 H 1.95537 2.22494 -1.22798  C154 1.090
161 H 2.11868 0.47571 -1.31275  C154 1.090
162 H 2.45030 1.17065 0.19366  C154 1.090
163 H -1.16969 0.30165 0.28501  C156 1.090
164 H -0.24615 -0.47588 -1.05743  C156 1.090
165 H 1.18673 -1.67599 0.41112  C157 1.090
166 H -0.46202 -2.54064 2.26232  C158 1.090
167 H -0.74103 -2.86871 0.52378  C158 1.090
168 H -1.66790 -1.65866 1.37851  C158 1.090
169 H 0.36988 -0.20404 2.73536  N159 1.010
170 H 1.65051 0.17397 1.80305  N159 1.010
171 C 8.29169 6.71084 -1.70065  O172 1.424, H177 1.090, H178 1.090, H179 1.090
172 O 6.93764 6.31676 -1.90161  C171 1.424, C173 1.411
173 C 6.71254 5.01863 -1.39639  O172 1.411, C174 1.586, H180 1.090, H181 1.090
174 C 5.13911 4.82606 -1.44100  C173 1.586, C175 1.505, N176 1.423, H182 1.090
175 C 4.72412 3.45817 -0.97033  C174 1.505, H183 1.090, H184 1.090, H185 1.090
176 N 4.69307 4.97395 -2.78376  C174 1.423, H186 1.010, H187 1.010
177 H 8.66868 6.30549 -0.76168  C171 1.090
178 H 8.38841 7.79653 -1.69504  C171 1.090
179 H 8.98755 6.52334 -2.51841  C171 1.090
180 H 7.30167 4.43474 -2.10357  C173 1.090
181 H 7.12600 4.84843 -0.40232  C173 1.090
182 H 4.48236 5.53465 -0.93635  C174 1.090
183 H 5.37567 3.14609 -0.15413  C175 1.090
184 H 4.88592 2.65815 -1.69274  C175 1.090
185 H 3.72806 3.56091 -0.53973  C175 1.090
186 H 5.11449 5.84432 -3.07524  N176 1.010
187 H 5.30021 4.38371 -3.33430  N176 1.010

Mulliken atomic charge list, values in e, 4 entries: C -0.942; O 0.090; C -0.936; C 0.036